(1)
Formula: CH3NO3
Source: the OMol25 dataset
Level of theory: the ωB97M-V functional and the def2-TZVPD basis

Each line ends with the natural charge from an NBO analysis.
CARTESIAN COORDINATES (ANGSTROEM)
C: -1.34 0.53 -0.03  0.498
N: 0.33 -0.15 -0.61  0.050
O: -2.26 -0.17 -0.08  -0.473
O: 0.42 -1.42 0.04  -0.607
O: 1.17 0.71 -0.15  -0.528
H: -1.25 1.55 -0.12  0.122
H: -0.18 -1.95 -0.50  0.485
H: 1.41 0.47 0.73  0.453

Computed properties:
HOMO (alpha / beta)   -8.2 / -8.2 eV
Spin multiplicity   1
Kohn-Sham gap (alpha / beta)   8.59 / 8.59 eV
LUMO energy (alpha / beta)   0.337 / 0.336 eV

=====

(2)
Formula: CH3NO3
Source: the OMol25 dataset
Level of theory: the ωB97M-V functional and the def2-TZVPD basis

Each line ends with the natural charge from an NBO analysis.
CARTESIAN COORDINATES (ANGSTROEM)
C: -0.19 0.32 -0.16  0.861
N: -0.48 -0.48 -1.22  -0.843
O: -0.66 1.27 0.37  -0.611
O: 1.00 0.08 1.79  -0.414
O: 0.82 -0.35 0.46  -0.279
H: -1.18 -0.37 -1.86  0.398
H: -0.21 -1.51 -1.16  0.416
H: 0.89 1.03 1.78  0.473

Computed properties:
SMILES   NC(=O)OO
HOMO   -10.6 eV
Spin multiplicity   1
Kohn-Sham gap   11.33 eV
LUMO energy   0.731 eV

=====

(3)
Formula: CH3NO3
Source: the OMol25 dataset
Level of theory: the ωB97M-V functional and the def2-TZVPD basis

Each line ends with the natural charge from an NBO analysis.
CARTESIAN COORDINATES (ANGSTROEM)
C: -0.70 -0.07 -0.06  0.397
N: 0.20 0.85 0.75  0.418
O: -0.22 1.97 0.78  -0.405
O: 1.29 0.49 1.14  -0.321
O: -1.27 0.56 -0.93  -0.592
H: 0.89 -2.27 -0.17  0.000
H: 1.07 -3.05 -0.47  -0.014
H: -1.25 1.53 -1.04  0.517

Computed properties:
HOMO   -10.2 eV
Spin multiplicity   1
Kohn-Sham gap   9.00 eV
LUMO energy   -1.177 eV

=====

(4)
Formula: CH3NO3
Source: the OMol25 dataset
Level of theory: the ωB97M-V functional and the def2-TZVPD basis

Each line ends with the natural charge from an NBO analysis.
CARTESIAN COORDINATES (ANGSTROEM)
C: 1.80 -0.44 -0.21  0.793
N: 0.85 -0.20 0.45  -0.271
O: 2.60 -0.49 -1.04  -0.514
O: -1.59 0.63 -0.57  -0.954
O: 0.30 -0.45 1.66  -0.504
H: -2.50 0.87 -0.85  0.478
H: -0.94 1.05 -1.03  0.477
H: -0.54 -0.97 1.59  0.495

Computed properties:
SMILES   O=C=NO.O
HOMO   -10.1 eV
Spin multiplicity   1
Kohn-Sham gap   10.56 eV
LUMO energy   0.429 eV

=====

Energies relative to the most stable structure are (1) 2.761; (2) 0.000; (3) 4.545; (4) 0.395, reported in eV.

=====

(1)
Formula: C2H4OS
Source: the OMol25 dataset
Level of theory: the ωB97M-V functional and the def2-TZVPD basis

Each line ends with the natural charge from an NBO analysis.
CARTESIAN COORDINATES (ANGSTROEM)
C: 1.30 0.05 0.23  0.036
C: -1.03 -0.12 -0.14  -0.267
O: 0.33 -0.35 -0.58  -0.482
S: 2.80 0.34 -0.22  -0.021
H: 0.75 0.45 1.06  0.146
H: -1.62 0.61 -0.73  0.202
H: -1.00 -0.04 0.91  0.184
H: -1.53 -0.95 -0.53  0.201

Computed properties:
SMILES   COC=S
HOMO   -9.0 eV
Spin multiplicity   1
Kohn-Sham gap   9.33 eV
LUMO energy   0.376 eV

=====

(2)
Formula: C2H4OS
Source: the OMol25 dataset
Level of theory: the ωB97M-V functional and the def2-TZVPD basis

Each line ends with the natural charge from an NBO analysis.
CARTESIAN COORDINATES (ANGSTROEM)
C: 0.52 2.20 -0.47  -0.351
C: -0.37 -0.04 0.52  0.318
O: -0.46 -0.85 -0.36  -0.475
S: -1.09 -2.64 -0.10  0.082
H: 0.97 2.75 0.53  0.098
H: 1.23 1.55 -0.81  0.062
H: -0.66 -0.14 1.66  0.151
H: -0.13 -2.84 -0.96  0.115

Computed properties:
HOMO (alpha / beta)   -8.2 / -8.2 eV
Spin multiplicity   1
Kohn-Sham gap (alpha / beta)   6.65 / 6.65 eV
LUMO energy (alpha / beta)   -1.591 / -1.593 eV

=====

(3)
Formula: C2H4OS
Source: the OMol25 dataset
Level of theory: the ωB97M-V functional and the def2-TZVPD basis

Each line ends with the natural charge from an NBO analysis.
CARTESIAN COORDINATES (ANGSTROEM)
C: 0.40 0.07 0.46  0.111
C: -0.75 -0.12 -0.43  -0.701
O: 1.21 1.01 -0.07  -0.613
S: 1.97 -0.46 -0.01  0.407
H: 0.24 -0.03 2.29  0.089
H: -0.29 0.02 -1.50  0.239
H: -1.55 0.61 -0.30  0.236
H: -1.23 -1.10 -0.45  0.231

Computed properties:
HOMO   -9.0 eV
Spin multiplicity   1
Kohn-Sham gap   8.74 eV
LUMO energy   -0.240 eV

=====

Energies relative to the most stable structure are (1) 0.000; (2) 7.401; (3) 3.437, reported in eV.

=====

(1)
Formula: C2H4OS
Source: the OMol25 dataset
Level of theory: the ωB97M-V functional and the def2-TZVPD basis

Each line ends with the natural charge from an NBO analysis.
CARTESIAN COORDINATES (ANGSTROEM)
C: 1.22 0.04 0.18  0.466
C: -0.54 -0.52 -0.08  -0.620
O: 1.74 1.06 0.56  -0.492
S: -1.79 0.74 0.28  -0.021
H: -0.45 -0.75 -1.07  0.200
H: 1.69 -0.93 -0.09  0.096
H: -0.59 -1.40 0.67  0.241
H: -1.28 1.74 -0.46  0.131

Computed properties:
SMILES   O=CCS
HOMO   -8.9 eV
Spin multiplicity   1
Kohn-Sham gap   9.65 eV
LUMO energy   0.771 eV

=====

(2)
Formula: C2H4OS
Source: the OMol25 dataset
Level of theory: the ωB97M-V functional and the def2-TZVPD basis

Each line ends with the natural charge from an NBO analysis.
CARTESIAN COORDINATES (ANGSTROEM)
C: -0.18 -0.42 -0.33  -0.738
C: 1.03 0.50 -0.23  0.404
H: -1.68 0.28 1.44  0.162
H: 0.22 -1.22 0.57  0.296
H: -0.20 -1.18 -1.14  0.294
H: 0.30 2.05 -0.55  0.157
O: 2.50 -0.08 0.21  -0.569
S: -1.98 0.07 0.02  -0.007

Computed properties:
HOMO   -10.2 eV
Spin multiplicity   1
Kohn-Sham gap   9.00 eV
LUMO energy   -1.227 eV

=====

Energies relative to the most stable structure are (1) 0.000; (2) 6.118, reported in eV.

=====

(1)
Formula: C2H4OS
Source: the OMol25 dataset
Level of theory: the ωB97M-V functional and the def2-TZVPD basis

Each line ends with the natural charge from an NBO analysis.
CARTESIAN COORDINATES (ANGSTROEM)
C: -0.03 1.03 -0.13  -0.270
C: -0.04 -1.24 0.04  0.056
H: -0.13 1.78 -0.95  0.214
H: 1.00 1.08 0.25  0.188
H: -0.64 1.24 0.72  0.192
H: 0.59 -0.83 0.86  0.141
O: -0.36 -0.24 -0.72  -0.474
S: -0.38 -2.82 -0.06  -0.047

Computed properties:
SMILES   COC=S
HOMO   -8.9 eV
Spin multiplicity   1
Kohn-Sham gap   9.37 eV
LUMO energy   0.511 eV

=====

(2)
Formula: C2H4OS
Source: the OMol25 dataset
Level of theory: the ωB97M-V functional and the def2-TZVPD basis

Each line ends with the natural charge from an NBO analysis.
CARTESIAN COORDINATES (ANGSTROEM)
C: -1.13 -0.47 0.45  -0.534
C: -0.73 0.55 -0.28  0.142
O: 0.54 1.01 -0.47  -0.496
S: 2.02 -0.59 0.05  0.124
H: -2.21 -0.80 0.24  0.222
H: -0.39 -1.01 0.95  0.203
H: -1.36 1.19 -0.78  0.190
H: 3.25 0.12 -0.17  0.149

Computed properties:
HOMO (alpha / beta)   -9.1 / -9.1 eV
Spin multiplicity   1
Kohn-Sham gap (alpha / beta)   6.84 / 6.84 eV
LUMO energy (alpha / beta)   -2.237 / -2.240 eV

=====

(3)
Formula: C2H4OS
Source: the OMol25 dataset
Level of theory: the ωB97M-V functional and the def2-TZVPD basis

Each line ends with the natural charge from an NBO analysis.
CARTESIAN COORDINATES (ANGSTROEM)
C: -1.21 -0.48 0.69  -0.407
C: -0.53 -0.03 -0.38  -0.391
O: 2.24 1.14 -0.96  -0.698
S: 2.91 0.28 -0.01  0.715
H: -2.30 -0.65 0.77  0.214
H: -0.45 -0.60 1.58  0.186
H: 0.51 0.26 -0.45  0.198
H: -1.19 0.09 -1.24  0.183

Computed properties:
SMILES   C=C.O=S
HOMO (alpha / beta)   -9.5 / -9.5 eV
Spin multiplicity   1
Kohn-Sham gap (alpha / beta)   7.79 / 7.76 eV
LUMO energy (alpha / beta)   -1.702 / -1.724 eV

=====

Energies relative to the most stable structure are (1) 0.000; (2) 2.770; (3) 2.236, reported in eV.